[1]
Below is the molecule C21H22N2O3 at a distorted geometry, with properties calculated with ωB97M-V/def2-TZVPD.

The value obtained for the largest force on an atom is 0.07554 hartree/bohr. The net charge is 0. As for the structure (SMILES): C/C=C1/CN2CC[C@@]34C(=O)[C@@H]2C[C@@H]1[C@]3(C(=O)OC)C=Nc1ccccc14. The electronic energy comes out at -1148.59999 Ha. The relative energy (zero: lowest compared OMol25 entry of this formula, charge and spin) is 392.1 kJ/mol.

```
48
C21H22N2O3, DFT ωB97M-V/def2-TZVPD
C -2.32 0.92 3.32
C -2.27 -0.45 2.72
C -2.01 -0.73 1.37
C -2.20 -2.17 0.96
N -1.53 -2.49 -0.30
C -0.13 -3.00 -0.21
C 0.73 -1.79 0.11
C 0.53 -0.57 -0.89
C -0.41 -1.05 -2.00
O -0.25 -1.03 -3.22
C -1.74 -1.51 -1.43
C -2.43 -0.22 -0.98
C -1.70 0.33 0.25
C -0.19 0.60 -0.10
C 0.51 1.21 1.14
O 1.56 0.74 1.57
O -0.09 2.32 1.61
C 0.66 3.04 2.57
C -0.14 1.82 -1.01
N 0.82 2.12 -1.84
C 1.84 1.26 -2.05
C 2.96 1.72 -2.73
C 4.10 0.94 -2.93
C 4.12 -0.39 -2.50
C 3.00 -0.90 -1.78
C 1.83 -0.08 -1.58
H -3.09 0.93 4.09
H -2.56 1.67 2.57
H -1.38 1.17 3.75
H -2.50 -1.25 3.40
H -3.26 -2.39 0.93
H -1.77 -2.82 1.72
H -0.02 -3.77 0.56
H 0.11 -3.49 -1.18
H 1.76 -2.15 0.23
H 0.44 -1.45 1.10
H -2.37 -1.98 -2.18
H -3.46 -0.33 -0.69
H -2.50 0.50 -1.80
H -2.14 1.30 0.50
H 0.09 3.94 2.80
H 1.63 3.33 2.14
H 0.83 2.45 3.49
H -0.94 2.51 -0.93
H 2.95 2.76 -3.06
H 4.99 1.35 -3.40
H 5.00 -1.03 -2.67
H 2.94 -1.91 -1.43
```

Atom charges from the Mulliken analysis, given in e for atoms 1 to 2: -1.2424, -0.8532

[2]
Below is the molecule C21H22N2O5, with properties calculated with ωB97M-V/def2-TZVPD.

The value obtained for the largest force on an atom is 0.01565 hartree/bohr. The net charge is 0. As for the structure (SMILES): COc1ccc(C(=O)CN2C(=O)N[C@](C)(c3ccc(C)cc3)C2=O)cc1OC. The electronic energy comes out at -1299.19840 Ha. The relative energy (zero: lowest compared OMol25 entry of this formula, charge and spin) is 107.8 kJ/mol.

```
50
C21H22N2O5, DFT ωB97M-V/def2-TZVPD
C -3.74 -2.11 -0.51
O -2.79 -1.62 0.40
C -1.48 -1.84 0.13
C -0.99 -2.45 -1.01
C 0.37 -2.66 -1.18
C 1.27 -2.23 -0.21
C 2.71 -2.44 -0.46
O 3.14 -3.38 -1.08
C 3.65 -1.37 0.09
N 3.06 -0.05 0.07
C 3.05 0.80 1.18
O 3.52 0.54 2.26
N 2.41 1.92 0.79
C 1.83 1.82 -0.53
C 2.25 2.97 -1.43
C 0.31 1.69 -0.49
C -0.42 2.04 0.64
C -1.79 1.95 0.65
C -2.49 1.50 -0.47
C -3.98 1.42 -0.44
C -1.75 1.13 -1.59
C -0.37 1.22 -1.60
C 2.41 0.48 -1.00
O 2.32 -0.01 -2.10
C 0.79 -1.61 0.95
C -0.57 -1.42 1.13
O -1.13 -0.84 2.23
C -0.29 -0.46 3.29
H -4.71 -1.87 -0.08
H -3.66 -3.19 -0.64
H -3.65 -1.61 -1.49
H -1.66 -2.78 -1.79
H 0.75 -3.13 -2.07
H 3.91 -1.59 1.13
H 4.57 -1.39 -0.51
H 2.28 2.71 1.40
H 1.77 3.89 -1.12
H 3.33 3.10 -1.40
H 1.96 2.75 -2.46
H 0.09 2.40 1.53
H -2.34 2.23 1.54
H -4.30 0.73 0.34
H -4.40 2.40 -0.21
H -4.38 1.08 -1.39
H -2.27 0.77 -2.47
H 0.18 0.92 -2.48
H 1.48 -1.33 1.72
H 0.46 0.28 2.98
H 0.23 -1.33 3.72
H -0.94 -0.02 4.04
```

Atom charges from the Mulliken analysis, given in e for atoms 1 to 2: -1.0921, -0.4161

[3]
Below is the molecule C21H22N2O5S at a distorted geometry, with properties calculated with ωB97M-V/def2-TZVPD.

The value obtained for the largest force on an atom is 0.02194 hartree/bohr. The net charge is 0. As for the structure (SMILES): COc1ccc(N(CC(=O)NCc2ccco2)S(=O)(=O)c2ccc(C)cc2)cc1. The electronic energy comes out at -1697.31100 Ha. The relative energy (zero: lowest compared OMol25 entry of this formula, charge and spin) is 208.1 kJ/mol.

```
51
C21H22N2O5S, DFT ωB97M-V/def2-TZVPD
C 6.39 0.04 2.10
O 5.22 0.58 2.68
C 4.06 0.52 1.97
C 2.94 1.08 2.59
C 1.71 1.08 1.96
C 1.57 0.51 0.70
N 0.29 0.48 0.11
C 0.14 0.75 -1.30
C -0.64 2.05 -1.56
O -0.29 2.84 -2.41
N -1.70 2.20 -0.76
C -2.66 3.27 -0.93
C -4.00 2.73 -1.31
C -4.51 1.47 -1.26
C -5.85 1.57 -1.75
C -6.04 2.88 -2.05
O -4.93 3.59 -1.79
S -0.73 -0.67 0.77
O -0.67 -0.56 2.20
O -2.01 -0.51 0.13
C 0.01 -2.22 0.27
C 1.09 -2.70 0.99
C 1.74 -3.83 0.56
C 1.33 -4.49 -0.60
C 2.03 -5.73 -1.07
C 0.24 -3.99 -1.31
C -0.42 -2.85 -0.88
C 2.68 -0.07 0.09
C 3.92 -0.06 0.71
H 6.29 -1.03 1.93
H 7.18 0.22 2.83
H 6.64 0.55 1.16
H 3.06 1.52 3.56
H 0.85 1.51 2.43
H 1.11 0.84 -1.79
H -0.42 -0.07 -1.78
H -1.97 1.42 -0.17
H -2.74 3.85 0.00
H -2.28 3.93 -1.72
H -4.02 0.58 -0.93
H -6.55 0.77 -1.85
H -6.88 3.41 -2.44
H 1.38 -2.18 1.89
H 2.58 -4.22 1.12
H 2.07 -5.77 -2.15
H 1.49 -6.61 -0.72
H 3.04 -5.78 -0.67
H -0.09 -4.49 -2.21
H -1.27 -2.46 -1.41
H 2.59 -0.55 -0.88
H 4.76 -0.51 0.21
```

Atom charges from the Mulliken analysis, given in e for atoms 1 to 2: -0.8223, -0.4630

[4]
Below is the molecule C21H22N2O6S2, with properties calculated with ωB97M-V/def2-TZVPD.

The value obtained for the largest force on an atom is 0.01811 hartree/bohr. The net charge is 0. As for the structure (SMILES): COCCn1/c(=N/C(=O)CCS(=O)(=O)c2ccccc2)sc2cc(C(=O)OC)ccc21. The electronic energy comes out at -2170.79126 Ha. The relative energy (zero: lowest compared OMol25 entry of this formula, charge and spin) is 0.0 kJ/mol.

```
53
C21H22N2O6S2, DFT ωB97M-V/def2-TZVPD
C -0.36 -3.88 1.47
O 0.11 -3.15 0.37
C -0.90 -2.88 -0.58
C -0.29 -2.13 -1.77
N 0.22 -0.83 -1.40
C -0.56 0.26 -1.50
N -1.83 0.20 -1.77
C -2.47 1.40 -1.81
O -1.88 2.47 -1.71
C -3.97 1.31 -1.99
C -4.57 0.18 -1.18
S -4.68 0.68 0.58
O -5.22 -0.45 1.30
O -5.40 1.92 0.65
C -3.00 0.94 1.14
C -2.25 -0.16 1.51
C -0.94 0.01 1.93
C -0.41 1.29 2.01
C -1.18 2.40 1.67
C -2.48 2.22 1.23
S 0.31 1.75 -1.20
C 1.74 0.80 -0.83
C 2.97 1.27 -0.41
C 3.98 0.34 -0.15
C 5.33 0.76 0.29
O 6.24 0.00 0.51
O 5.44 2.09 0.42
C 6.71 2.57 0.84
C 3.73 -1.03 -0.30
C 2.50 -1.50 -0.72
C 1.50 -0.57 -0.98
H -0.74 -4.86 1.16
H 0.49 -4.01 2.14
H -1.16 -3.35 2.00
H -1.70 -2.27 -0.14
H -1.34 -3.82 -0.95
H -1.06 -1.99 -2.52
H 0.54 -2.71 -2.18
H -4.42 2.26 -1.71
H -4.16 1.14 -3.06
H -3.97 -0.72 -1.22
H -5.60 -0.03 -1.47
H -2.72 -1.13 1.48
H -0.34 -0.84 2.20
H 0.61 1.43 2.33
H -0.77 3.39 1.73
H -3.11 3.06 0.95
H 3.15 2.32 -0.30
H 6.61 3.65 0.94
H 7.47 2.32 0.10
H 6.99 2.12 1.79
H 4.54 -1.71 -0.08
H 2.31 -2.55 -0.79
```

Atom charges from the Mulliken analysis, given in e for atoms 1 to 2: -0.8364, -0.1713